Entry from OMol25: a 2-piece molecular cluster, C29H45IN2O4 overall (ωB97M-V/def2-TZVPD).

XYZ file:
```
81
Properties=species:S:1:pos:R:3:forces:R:3:mulliken_charge:R:1
C 0.585135 -2.354028 -2.091298 -0.25 0.05 0.43 -1.315
C -0.108627 -1.104236 -1.540928 -0.11 -0.59 -0.47 0.047
O 0.402116 0.144478 -2.003103 0.01 0.22 0.39 -0.378
C 1.784823 0.350220 -1.835586 -0.12 0.06 -0.22 -1.623
C 2.275873 0.243711 -0.405479 0.03 -0.17 0.27 0.621
C 3.377145 -0.588273 -0.057850 -0.25 0.07 -0.43 0.292
C 4.148096 -1.399139 -1.046421 0.58 -0.01 0.39 -0.684
C 3.873957 -2.907464 -0.951130 -0.02 -0.06 -0.20 -0.948
N 3.797925 -0.692767 1.189457 -0.05 0.12 -0.04 -0.634
N 3.195844 0.028459 2.107161 -0.10 0.16 0.41 -0.345
I 4.000630 -0.281337 3.988054 0.03 -0.09 -0.18 0.300
C 2.195805 0.887370 1.910239 -0.43 -0.12 -0.53 0.815
C 1.654046 1.713083 3.034306 0.50 0.36 0.23 -1.701
C 2.607661 2.835386 3.424916 0.07 -0.13 0.07 0.905
C 2.779573 3.140628 4.768572 0.04 0.14 -0.06 -0.465
C 3.659537 4.142857 5.146489 -0.08 -0.16 0.02 -0.637
C 4.379165 4.837952 4.186347 -0.04 0.06 0.27 -0.408
C 4.202366 4.549101 2.844183 0.11 0.02 0.07 -0.932
C 3.322657 3.547247 2.468698 -0.12 -0.13 -0.09 0.053
C 1.687860 1.002420 0.593678 0.04 -0.05 0.14 1.268
C 0.558577 1.956893 0.302027 0.02 0.04 -0.09 -1.655
C -0.833572 1.479555 0.716123 -0.36 0.29 0.14 -0.010
C -1.938536 2.381473 0.156054 -0.39 -0.46 -0.01 -1.111
C -3.260833 1.618913 -0.010218 -0.16 0.20 -0.07 -0.602
C -4.474580 2.524680 0.157593 -0.17 -0.33 -0.24 -0.789
C -5.795216 1.836681 -0.229372 -0.27 0.61 -0.09 -0.658
C -6.956054 2.191693 0.705679 -0.12 -0.34 0.03 -0.911
C -7.204048 1.195486 1.827114 -0.13 0.58 -0.07 -0.516
O -7.373904 -0.150452 1.350868 -0.08 -0.16 0.55 -0.337
C -6.394358 -1.020995 1.670046 0.44 -0.12 -0.29 0.809
C -6.893444 -2.415244 1.904995 -0.05 0.00 0.14 -1.153
O -5.228872 -0.715978 1.741583 -0.25 0.18 0.25 -0.526
H 1.215043 -2.800640 -1.327301 0.29 0.02 -0.15 0.200
H -0.172569 -3.105787 -2.305097 -0.02 -0.02 -0.16 0.464
H 1.163193 -2.187858 -2.997913 0.07 -0.04 -0.04 0.246
H -1.145743 -1.105844 -1.869003 -0.07 0.22 0.03 0.495
H -0.118954 -1.152040 -0.446905 0.09 0.16 0.06 0.097
H 2.337497 -0.282148 -2.523476 0.14 -0.19 0.16 0.489
H 1.973593 1.383068 -2.140378 -0.02 0.02 -0.14 0.486
H 4.022541 -1.029975 -2.056367 -0.08 -0.14 -0.13 0.446
H 5.198097 -1.238279 -0.794899 0.03 0.12 0.01 0.411
H 3.229623 -3.225456 -1.770118 0.11 -0.21 -0.12 -0.003
H 4.814244 -3.432848 -1.084887 -0.03 -0.13 -0.10 0.406
H 3.466482 -3.187596 0.021233 -0.04 0.06 0.07 0.361
H 1.472237 1.098373 3.914796 -0.10 -0.12 -0.04 0.481
H 0.712333 2.158036 2.741257 -0.16 -0.14 -0.07 0.211
H 2.233334 2.583653 5.518836 -0.02 -0.02 0.05 0.393
H 3.796800 4.356912 6.196837 0.02 0.07 0.03 0.389
H 5.074394 5.597786 4.513071 0.06 0.08 -0.13 0.387
H 4.770105 5.091349 2.102217 -0.03 0.00 -0.10 0.407
H 3.196387 3.304108 1.420495 0.04 0.05 -0.07 0.360
H 0.756628 2.923349 0.771920 0.08 0.03 0.06 0.658
H 0.531836 2.134612 -0.768413 0.02 0.03 -0.03 0.722
H -1.037887 0.458001 0.405298 0.26 -0.04 -0.15 0.292
H -0.943486 1.493294 1.802830 0.09 -0.20 0.07 0.288
H -1.655052 2.773441 -0.821535 0.12 0.19 0.05 0.512
H -2.136223 3.215500 0.832224 0.28 0.18 -0.05 0.298
H -3.333448 0.779630 0.683660 0.00 0.02 0.10 0.353
H -3.320434 1.195909 -1.016198 0.17 -0.15 -0.01 0.307
H -4.551703 2.895650 1.182324 0.19 -0.02 0.09 0.431
H -4.342517 3.392119 -0.493720 0.02 0.17 0.14 0.275
H -6.096848 2.184497 -1.218378 0.18 -0.12 -0.15 0.439
H -5.677236 0.758640 -0.306070 0.03 -0.08 0.12 0.426
H -6.787380 3.161699 1.178968 0.03 0.07 -0.03 0.359
H -7.885731 2.298430 0.144984 -0.01 -0.10 -0.10 0.413
H -6.432807 1.240677 2.594178 0.24 -0.21 -0.15 0.323
H -8.145661 1.453820 2.311807 -0.07 -0.10 0.03 0.376
H -7.704000 -2.407031 2.631489 -0.12 0.06 -0.08 0.315
H -6.076063 -3.002778 2.308180 0.07 -0.10 -0.15 0.355
H -7.264242 -2.857701 0.982954 -0.02 0.00 -0.05 0.280
C 2.183844 -5.448233 -4.773646 -0.20 -0.06 -0.40 -1.267
C 3.318614 -4.427048 -5.005110 0.25 -0.57 0.56 0.472
C 4.527607 -5.191662 -5.581131 -0.08 -0.05 -0.44 -1.499
O 3.652850 -3.807343 -3.844101 -0.27 0.64 0.13 -0.701
H 2.497182 -6.197491 -4.041968 0.06 0.07 0.07 0.302
H 1.292160 -4.941271 -4.394099 0.04 0.03 0.07 0.176
H 1.900441 -5.972844 -5.698276 0.00 0.02 0.04 0.431
H 2.960060 -3.760996 -5.831463 0.02 0.17 0.12 0.124
H 4.877724 -5.936782 -4.862214 -0.02 0.06 0.09 0.336
H 5.345512 -4.499113 -5.791219 0.00 0.03 0.09 0.307
H 4.280899 -5.712128 -6.518485 0.01 0.02 0.03 0.400
```
Forces are in eV/Å.

The orbital gap comes out at 2.508 eV. The LUMO energy comes out at -2.33 eV. The value obtained for the HOMO energy is -4.83 eV. The calculated total energy is -50068.8896 eV.